The following is a quantum chemistry calculation of a cluster of 15 separate species, C69H171N2O22P5 in total, from the OMol25 dataset.

Positions of all 269 atoms, in Å:
C -4.248 7.019 -5.661
C -2.799 7.100 -5.225
C -2.357 5.722 -4.650
C -0.866 5.408 -4.663
C -0.006 6.493 -4.001
C -0.284 6.505 -2.489
H -4.533 7.994 -6.056
H -4.939 6.793 -4.848
H -4.387 6.295 -6.463
H -2.135 7.355 -6.051
H -2.734 7.934 -4.526
H -2.800 4.928 -5.251
H -2.850 5.612 -3.684
H -0.796 4.461 -4.128
H -0.598 5.276 -5.711
H 1.038 6.208 -4.127
H -0.225 7.465 -4.443
H -0.112 5.529 -2.035
H 0.431 7.163 -1.995
H -1.269 6.869 -2.198
C -7.532 1.480 3.292
C -6.619 0.196 3.113
C -6.045 -0.374 4.402
C -5.434 -1.732 4.118
C -4.366 -2.137 5.201
C -3.555 -3.370 4.687
H -8.137 1.629 2.398
H -6.933 2.387 3.379
H -8.089 1.340 4.218
H -7.186 -0.557 2.566
H -5.795 0.399 2.428
H -6.716 -0.360 5.260
H -5.218 0.280 4.678
H -6.135 -2.557 3.994
H -4.922 -1.571 3.169
H -3.651 -1.322 5.311
H -4.834 -2.309 6.171
H -2.759 -3.506 5.419
H -4.194 -4.252 4.724
H -3.081 -3.263 3.711
C 1.461 2.504 4.761
C 2.509 1.830 3.895
C 3.620 0.936 4.596
C 3.046 -0.095 5.551
C 2.323 -1.232 4.846
C 1.625 -2.187 5.841
H 1.874 2.947 5.667
H 0.750 1.769 5.137
H 0.912 3.289 4.241
H 1.980 1.210 3.172
H 3.010 2.659 3.396
H 4.223 1.681 5.115
H 4.328 0.470 3.910
H 3.816 -0.620 6.117
H 2.376 0.475 6.195
H 1.565 -0.755 4.224
H 2.964 -1.741 4.126
H 0.754 -1.762 6.341
H 1.360 -3.162 5.432
H 2.363 -2.455 6.597
C 3.825 5.484 -2.586
C 4.076 5.182 -1.101
C 3.095 5.919 -0.162
C 3.214 5.575 1.362
C 1.932 5.895 2.189
C 2.170 6.111 3.676
H 3.870 6.570 -2.679
H 2.802 5.241 -2.873
H 4.588 5.030 -3.219
H 3.830 4.127 -0.978
H 5.126 5.314 -0.837
H 2.053 5.745 -0.430
H 3.331 6.973 -0.307
H 3.428 4.523 1.550
H 4.044 6.191 1.708
H 1.410 6.754 1.768
H 1.217 5.074 2.132
H 1.243 6.197 4.243
H 2.682 5.299 4.192
H 2.778 6.989 3.895
C -2.784 2.371 5.983
C -3.090 3.149 4.673
C -2.390 4.453 4.478
C -2.668 5.142 3.138
C -2.011 4.447 1.950
C -1.853 5.339 0.791
H -1.784 2.384 6.417
H -2.997 1.315 5.822
H -3.426 2.709 6.796
H -2.889 2.438 3.871
H -4.176 3.241 4.632
H -1.322 4.239 4.517
H -2.715 5.148 5.253
H -3.741 5.258 2.985
H -2.279 6.159 3.176
H -1.088 4.002 2.320
H -2.543 3.556 1.617
H -1.640 4.657 -0.032
H -2.775 5.897 0.627
H -1.014 6.029 0.887
C 4.718 -4.185 1.777
C 3.783 -4.895 2.747
C 4.275 -5.980 3.675
C 5.172 -5.409 4.814
C 4.471 -4.464 5.740
C 5.500 -4.066 6.757
H 5.349 -3.541 2.391
H 4.108 -3.562 1.124
H 5.341 -4.863 1.194
H 3.395 -4.089 3.370
H 2.980 -5.314 2.140
H 4.861 -6.769 3.203
H 3.404 -6.460 4.122
H 5.352 -6.278 5.447
H 6.126 -5.042 4.435
H 4.124 -3.573 5.216
H 3.605 -4.923 6.217
H 5.584 -4.881 7.475
H 6.457 -3.727 6.360
H 5.151 -3.264 7.408
C -2.655 -0.414 -3.768
C -3.879 -0.101 -4.665
C -3.535 0.013 -6.201
C -2.815 1.335 -6.503
C -2.053 1.487 -7.818
C -1.713 2.956 -8.083
H -3.039 -0.612 -2.768
H -1.875 0.314 -3.548
H -2.101 -1.302 -4.073
H -4.633 -0.875 -4.524
H -4.407 0.738 -4.210
H -4.445 -0.015 -6.801
H -2.872 -0.818 -6.437
H -3.549 2.133 -6.392
H -2.158 1.471 -5.643
H -1.148 0.880 -7.804
H -2.700 1.118 -8.613
H -2.615 3.559 -8.188
H -1.110 3.322 -7.253
H -1.162 3.050 -9.019
C -7.767 5.727 0.926
C -6.626 5.647 -0.084
C -5.783 4.335 -0.052
C -4.674 4.294 -1.141
C -4.125 2.807 -1.143
C -2.960 2.541 -2.094
H -7.474 5.509 1.953
H -8.550 4.988 0.760
H -8.158 6.745 0.951
H -6.957 5.761 -1.117
H -5.878 6.408 0.135
H -6.349 3.408 -0.142
H -5.287 4.177 0.905
H -5.198 4.569 -2.056
H -4.116 5.210 -0.947
H -3.680 2.699 -0.154
H -4.923 2.083 -1.304
H -2.224 3.344 -2.086
H -2.486 1.598 -1.819
H -3.266 2.460 -3.137
C 5.637 -1.843 -1.080
C 5.751 -2.651 -2.326
O 6.781 -3.316 -2.443
N 4.784 -2.524 -3.219
C 4.825 -3.248 -4.491
H 6.032 -0.827 -1.107
H 6.056 -2.461 -0.286
H 4.616 -1.656 -0.748
H 4.134 -1.784 -2.995
H 4.038 -3.996 -4.580
H 5.765 -3.733 -4.755
H 4.513 -2.514 -5.234
C -4.270 -5.023 1.109
C -3.205 -3.946 0.593
O -3.355 -2.799 0.919
N -2.266 -4.333 -0.197
C -1.380 -3.436 -0.914
H -5.199 -4.455 1.146
H -3.966 -5.439 2.069
H -4.354 -5.853 0.408
H -2.241 -5.306 -0.466
H -1.779 -3.364 -1.926
H -0.381 -3.869 -0.968
H -1.220 -2.473 -0.430
C 1.149 2.614 -0.757
O 0.800 1.899 0.472
P -0.156 0.556 0.439
O -0.614 0.208 -0.937
O 0.697 -0.561 1.262
C 1.913 -1.062 0.817
O -1.412 0.925 1.497
C -2.447 -0.006 1.544
H 2.222 2.801 -0.697
H 0.712 3.612 -0.788
H 0.971 2.090 -1.696
H 1.755 -2.141 0.810
H 2.716 -0.710 1.464
H 2.146 -0.649 -0.165
H -2.632 -0.474 0.577
H -3.410 0.399 1.855
H -2.201 -0.641 2.395
C 0.038 -3.792 2.811
O 0.546 -4.995 3.302
P -0.367 -6.015 4.213
O -0.846 -5.548 5.559
O -1.538 -6.387 3.119
C -1.176 -7.057 1.892
O 0.536 -7.307 4.304
C -0.133 -8.486 4.608
H 0.604 -2.902 3.089
H -0.982 -3.613 3.149
H -0.041 -3.749 1.725
H -0.183 -6.753 1.561
H -1.842 -6.622 1.147
H -1.296 -8.140 1.871
H -1.215 -8.408 4.716
H 0.159 -8.841 5.596
H 0.047 -9.298 3.902
C 2.544 -4.016 -1.280
O 2.139 -4.987 -0.291
P 2.470 -6.568 -0.552
O 1.777 -7.127 -1.683
O 4.132 -6.584 -0.545
C 4.823 -6.520 -1.785
O 2.151 -7.170 0.903
C 2.577 -8.443 1.255
H 2.918 -3.150 -0.735
H 1.666 -3.664 -1.823
H 3.299 -4.447 -1.937
H 5.528 -5.689 -1.771
H 4.136 -6.534 -2.631
H 5.418 -7.417 -1.959
H 1.745 -9.032 1.642
H 3.323 -8.365 2.046
H 2.988 -8.989 0.406
C -0.287 -5.533 -3.911
O 0.341 -4.318 -3.728
P 0.943 -3.415 -4.927
O 1.840 -4.161 -5.847
O 1.661 -2.133 -4.175
C 0.921 -1.333 -3.307
O -0.387 -2.765 -5.551
C -1.492 -3.446 -6.141
H -0.628 -5.894 -4.881
H -1.194 -5.505 -3.307
H 0.333 -6.308 -3.459
H 1.042 -0.281 -3.563
H 1.391 -1.285 -2.324
H -0.074 -1.718 -3.084
H -1.136 -4.444 -6.397
H -1.880 -2.907 -7.006
H -2.268 -3.502 -5.378
C 6.082 1.988 -2.404
O 4.919 2.459 -3.110
P 3.881 1.367 -3.726
O 3.644 0.175 -2.823
O 2.589 2.304 -4.025
C 2.562 3.158 -5.176
O 4.574 0.989 -5.169
C 5.905 0.496 -5.332
H 6.215 2.443 -1.422
H 6.908 2.375 -3.001
H 6.244 0.912 -2.457
H 1.528 3.247 -5.510
H 3.240 2.862 -5.976
H 2.805 4.177 -4.872
H 6.084 0.572 -6.405
H 6.003 -0.580 -5.192
H 6.689 0.924 -4.706

Summary:
total charge = 0
gap between HOMO and LUMO = 9.6992 eV
LUMO = 0.35 eV

These are the Mulliken partial charges, in e, on atoms 1 to 6: number 1, C, carries -1.321; number 2, C, carries -0.592; number 3, C, carries 0.389; number 4, C, carries 0.026; number 5, C, carries -0.878; number 6, C, carries -0.917

The following is a quantum chemistry calculation of a structure of composition C14H16N2O5SW, from the OMol25 dataset.

Positions of all 39 atoms, in Å:
W -0.374 -0.231 -0.553
O 0.710 1.592 -0.156
C 1.353 0.890 -1.009
O 0.560 0.572 -2.052
C 2.688 0.177 -0.813
C 2.974 -0.640 -2.090
C 4.382 -1.223 -2.040
C 4.196 -2.398 -1.053
C 2.731 -2.241 -0.675
O 2.099 -1.761 -1.873
C 2.530 -1.023 0.250
C 1.104 -1.033 0.774
O 0.576 -0.152 1.481
O 0.172 -1.898 0.241
H 3.463 0.894 -0.554
H 2.719 -0.132 -3.013
H 5.112 -0.485 -1.707
H 4.679 -1.571 -3.026
H 4.852 -2.356 -0.185
H 4.345 -3.355 -1.544
H 2.248 -3.147 -0.324
H 3.234 -0.966 1.077
C -4.820 3.209 0.719
C -3.890 2.051 0.728
C -3.596 1.288 1.843
C -2.665 0.268 1.763
N -2.137 -0.030 0.546
C -2.448 0.673 -0.561
S -2.300 -0.306 -2.033
N -3.270 1.724 -0.432
C -2.227 -0.535 2.927
H -5.519 3.154 1.549
H -5.372 3.276 -0.220
H -4.241 4.133 0.830
H -4.084 1.503 2.784
H -3.497 2.247 -1.275
H -1.351 -0.049 3.367
H -1.934 -1.535 2.618
H -3.003 -0.585 3.689

Summary:
total charge = +2
gap between HOMO and LUMO = 6.9989 eV
LUMO = -9.19 eV

These are the Mulliken partial charges, in e, on atoms 1 to 6: number 1, W, carries 0.921; number 2, O, carries -0.496; number 3, C, carries 0.398; number 4, O, carries -0.602; number 5, C, carries -0.388; number 6, C, carries -0.086

The following is a quantum chemistry calculation of the ion C7H9BN3 with charge +1, from the OMol25 dataset.

Positions of all 20 atoms, in Å:
B -3.646 0.060 0.098
C -3.802 1.528 0.449
C -4.772 -0.872 -0.451
C -2.281 -0.597 0.330
C 0.247 1.679 -0.866
C -0.028 0.525 0.126
C 0.501 -0.802 -0.090
C -0.201 -1.925 0.686
N -3.931 2.665 0.467
N -5.489 -1.569 -1.003
N -1.573 -1.658 0.720
H 0.295 1.429 -1.831
H -0.294 2.520 -0.710
H 1.267 2.180 -0.685
H 0.051 0.689 1.204
H -1.259 0.421 -0.016
H 0.745 -1.161 -1.141
H 1.568 -0.805 0.270
H 0.138 -2.014 1.664
H -0.108 -2.798 0.195

Summary:
total charge = +1
structure (SMILES) = CCCC[N+]#CB(C#N)C#N
relative energy (zero: lowest compared OMol25 entry of this formula, charge and spin) = 152.10 kJ/mol
gap between HOMO and LUMO = 8.3201 eV
LUMO = -7.47 eV

These are the Mulliken partial charges, in e, on atoms 1 to 6: number 1, B, carries -0.081; number 2, C, carries 0.396; number 3, C, carries 0.327; number 4, C, carries 0.433; number 5, C, carries -1.491; number 6, C, carries 0.207

no.,molecular weight (g mol⁻¹),DFT total energy (Ha)
1,1535.99,-6203.52847
2,508.20,-1493.45674
3,145.98,-460.82284